*i*
Molecular formula: C4H7N3
Method: DFT, ωB97M-V with the def2-TZVPD basis set

As for the HOMO energy: -9.24 eV. The LUMO energy is 0.3 eV. The orbital gap comes out at 9.5 eV.

ORCA input file:
```
! wB97M-V def2-TZVPD RIJCOSX def2/J DEFGRID3
* xyz 0 1
N 0.192 0.112 0.733
N 0.000 -1.681 1.847
N -1.979 -1.959 -1.114
C -0.383 -1.069 0.741
C 0.429 1.271 -1.435
C -0.207 1.270 -0.048
C -1.277 -1.577 -0.278
H 0.109 2.156 0.511
H 0.018 -2.691 1.919
H 0.153 2.179 -1.980
H 1.520 1.234 -1.358
H 0.639 -0.481 1.864
H -1.302 1.319 -0.133
H 0.100 0.407 -2.022
*
```


*ii*
Molecular formula: C4H7N3
Method: DFT, ωB97M-V with the def2-TZVPD basis set

As for the HOMO energy: -9.13 eV. The LUMO energy is -0.5 eV. The orbital gap comes out at 8.6 eV.

ORCA input file:
```
! wB97M-V def2-TZVPD RIJCOSX def2/J DEFGRID3
* xyz 0 1
N 0.458 -1.349 0.465
N 0.203 -2.529 -0.156
N -0.862 -2.610 -0.802
C 1.254 1.541 0.075
C -1.334 -0.104 -0.733
C -0.364 -0.368 0.137
C -0.056 1.054 0.673
H 1.989 0.737 0.140
H 1.618 2.415 0.621
H -0.017 0.876 1.749
H 1.123 1.812 -0.979
H -0.853 1.795 0.505
H -2.315 0.270 -0.445
H -0.844 -3.539 -1.250
*
```


*iii*
Molecular formula: C4H7N3
Method: DFT, ωB97M-V with the def2-TZVPD basis set

As for the HOMO energy: -8.98 eV. As for the SMILES: CNc1cc[nH]n1. The LUMO energy is 1.0 eV. The orbital gap comes out at 10.0 eV.

ORCA input file:
```
! wB97M-V def2-TZVPD RIJCOSX def2/J DEFGRID3
* xyz 0 1
N -1.900 0.380 -0.299
N -0.793 0.636 -1.007
N 1.423 -0.166 -0.770
C -0.580 -1.290 0.178
C 1.670 0.759 0.366
C 0.023 -0.366 -0.699
C -1.812 -0.745 0.449
H -2.620 1.080 -0.280
H 0.716 1.180 0.712
H 2.124 0.228 1.208
H -0.130 -2.185 0.581
H -2.586 -1.030 1.149
H 1.664 0.294 -1.641
H 2.298 1.599 0.064
*
```


*iv*
Molecular formula: C4H7N3
Method: DFT, ωB97M-V with the def2-TZVPD basis set

As for the HOMO energy: -9.27 eV. As for the SMILES: CCc1c[nH]nn1. The LUMO energy is 0.9 eV. The orbital gap comes out at 10.1 eV.

ORCA input file:
```
! wB97M-V def2-TZVPD RIJCOSX def2/J DEFGRID3
* xyz 0 1
N -0.911 1.570 1.088
N -0.614 -0.474 1.597
N -1.458 0.495 1.694
C 0.473 -0.057 0.871
C 1.023 -0.919 -0.221
C 0.314 1.271 0.604
C -0.126 -0.935 -1.260
H -1.524 2.266 0.692
H -0.242 0.048 -1.740
H 0.947 1.931 0.033
H 1.271 -1.930 0.103
H 1.906 -0.442 -0.660
H 0.020 -1.681 -2.042
H -1.078 -1.143 -0.758
*
```


Among the structures above, stability is smallest for *ii*.